# 1
Formula: C25H70ClN6O16
Source: the OMol25 dataset
Level of theory: ωB97M-V with the def2-TZVPD basis set

Results
Charge: -1
Energy above the lowest of the compared OMol25 structures with the same formula, charge and spin (kcal per mole): 0.00

Positions of all 118 atoms, in Å:
O -0.438 0.940 -0.790
H 3.962 1.545 -1.519
H 3.075 3.162 2.988
H 7.406 3.904 1.191
O -2.439 -1.290 2.184
C 3.041 2.066 3.017
O -1.263 1.176 -6.447
H 2.671 2.943 0.182
H 1.108 2.405 -0.452
H -1.360 1.338 2.599
H -7.059 0.812 -3.276
C 2.981 -4.680 0.034
H 0.584 3.175 5.160
H -1.730 4.030 0.357
H -2.509 3.328 -2.325
C -1.328 2.103 -4.229
H 4.500 -5.458 1.047
C -0.564 1.387 3.343
C -0.648 1.154 -7.701
C -1.191 -7.000 1.663
Cl 0.445 -0.165 -1.121
H 4.379 1.821 -3.177
H 1.685 -3.345 -0.708
C -0.921 3.081 6.743
H 0.862 1.558 1.745
H -4.465 -3.367 0.469
N -1.100 2.201 4.444
C -3.773 -3.445 -0.367
H 4.463 3.647 -0.914
O -2.178 3.214 0.598
H -3.189 1.696 -4.667
O 5.678 2.794 1.044
C -1.089 -5.757 0.811
N 3.809 -4.734 1.136
O -4.248 -4.314 -1.378
H -1.867 -0.982 1.467
H 7.221 1.730 0.127
O -1.584 -6.609 2.962
H 3.516 -4.360 2.018
H -2.061 -3.306 1.029
C 6.223 2.889 -1.381
O -1.834 2.195 7.333
C -1.325 0.956 7.750
H -0.766 2.750 -3.550
C 6.324 4.002 1.336
C -0.196 2.517 5.539
H 0.323 1.593 5.854
H 3.888 1.670 3.569
H -1.715 -7.045 4.897
H -0.544 -5.996 -0.111
H -3.806 -2.424 -0.781
C 1.818 3.234 -0.448
O 1.802 1.691 3.592
O 3.281 -5.251 -1.003
O 2.095 3.782 -1.706
H 6.961 3.690 -1.351
C 6.203 2.113 -0.060
N -2.440 -5.264 0.501
C -6.539 1.771 -3.338
H -1.826 -7.812 1.275
H -3.105 -3.289 -2.787
H -1.217 1.082 -3.844
H -0.573 -4.965 1.347
H -1.579 2.513 0.306
O -0.270 -3.061 -3.238
H 6.176 4.333 2.367
C -2.390 -3.812 0.121
H 0.420 1.405 -7.671
H -0.664 0.133 -8.091
H 1.937 1.976 -2.744
C -1.487 -7.569 3.967
H 0.488 3.033 2.651
H -6.437 1.989 -4.406
H -0.031 -2.150 -3.005
H -4.736 3.128 -1.450
H -0.344 1.056 8.232
H -1.153 1.805 -8.423
H -0.460 0.348 3.690
H 2.616 3.271 -3.605
H -1.529 -3.601 -0.531
N 4.903 3.396 -1.800
H -1.497 3.947 6.410
H -3.974 -4.777 -3.349
H -2.728 1.700 -2.174
H 1.316 3.976 0.188
C -3.116 2.537 -2.785
O 1.709 -0.002 -0.437
H -0.172 3.442 7.460
H -2.223 -8.370 3.808
H -4.878 3.618 -3.055
H 3.089 1.658 2.002
H 5.622 1.196 -0.177
H -1.002 3.224 -5.976
H -1.944 1.748 4.768
H -0.495 -8.024 4.100
H -1.263 0.244 6.922
N 1.886 -3.849 0.145
H -0.838 -2.968 -4.008
C -4.566 2.740 -2.461
N -2.755 2.478 -4.183
H -2.770 -5.670 -0.371
C 4.017 2.338 -2.282
H -2.503 -4.856 -2.419
O 0.508 -0.262 -2.555
C -0.747 2.224 -5.608
C -3.450 -4.297 -2.524
H -0.216 -7.522 1.738
H 0.329 2.024 -5.607
H 1.967 -3.246 0.951
O -0.199 -1.349 -0.600
H -7.161 2.532 -2.859
H 6.506 2.170 -2.159
H 5.924 4.846 0.759
C 0.715 1.958 2.755
H -3.273 -0.832 2.044
C 2.611 2.830 -2.602
H -1.985 0.547 8.515
O -5.320 1.564 -2.669


# 2
Formula: C20H37Cl4N2O
Source: the OMol25 dataset
Level of theory: ωB97M-V with the def2-TZVPD basis set

Results
Charge: +1

Positions of all 64 atoms, in Å:
C 3.599 -1.154 1.086
C -5.065 0.852 -0.217
H -3.855 1.052 -2.144
C 4.395 -0.447 -0.080
H -2.718 -4.461 -1.031
H -3.638 -0.920 -1.805
H -2.152 0.499 3.286
C 0.555 1.046 -2.343
H 0.876 0.682 -3.364
H 3.297 -0.391 1.861
H -6.076 1.026 -0.693
H 0.941 0.345 -0.303
C 7.078 2.183 3.458
H 8.153 3.509 2.162
C -4.009 1.560 -1.156
H 5.106 -1.155 -0.598
C -1.557 2.343 -1.391
H 7.272 2.815 4.324
H 1.107 2.005 -2.154
H -5.970 -1.335 1.519
N -5.366 -1.619 0.750
N -4.134 -1.363 -1.032
O -2.736 -2.735 -3.790
H 2.919 1.103 -0.543
H 2.679 -1.700 0.755
H 0.087 -1.579 2.946
C 7.189 3.001 2.191
H -2.282 0.783 0.076
H -4.440 2.575 -1.396
C -1.019 1.287 -2.447
H -1.405 -2.729 -2.277
Cl 5.447 1.496 3.672
Cl 0.033 1.316 2.941
H -2.762 2.498 0.422
H 7.794 1.362 3.468
H -4.136 -4.432 -2.250
H 2.481 -1.734 -1.348
H -1.514 0.279 -2.375
H 6.405 3.755 2.132
C -2.645 1.733 -0.398
H -1.598 -1.979 3.286
C -1.155 0.108 3.489
C 2.351 -0.675 -1.707
Cl 7.092 1.988 0.729
H 4.109 0.777 -1.896
H -1.176 1.734 -3.472
H -5.191 -3.848 0.874
C -4.926 -2.900 0.353
H -1.038 0.015 4.569
H -0.711 2.820 -0.836
H -5.026 1.327 0.801
H 0.195 -0.964 -1.361
C -4.103 -2.757 -0.827
C -3.379 -3.835 -1.687
C 3.455 0.306 -1.121
C 0.926 -0.109 -1.329
H 2.494 -0.715 -2.826
H -2.092 3.140 -1.976
H 4.272 -1.915 1.568
C -4.884 -0.684 -0.126
C -2.414 -3.042 -2.673
C -0.941 -1.237 2.833
Cl -1.322 -1.198 1.090
H 5.046 0.344 0.385


# 3
Formula: C37H90ClN2O23PS
Source: the OMol25 dataset
Level of theory: ωB97M-V with the def2-TZVPD basis set

Positions of all 155 atoms, in Å:
O -4.823 1.461 -1.486
H 2.209 -2.374 3.170
C 4.519 -6.254 -5.750
H 6.875 7.448 -2.305
O 0.100 6.023 3.471
O 0.582 -3.114 0.793
O 9.320 8.842 -4.184
C 0.359 3.084 -1.536
H 10.634 8.368 -5.729
H -6.745 -0.031 -0.908
C -6.160 1.906 -1.752
C 0.642 -1.452 2.413
C -7.663 2.602 2.071
H -4.332 0.687 -3.026
H 2.461 2.670 6.014
H 1.136 -2.707 -1.200
C 0.651 -3.465 -0.580
H 1.036 1.297 4.378
H 1.169 -2.669 -5.062
H 3.488 -7.461 -2.390
H 1.315 -6.723 -2.767
H 5.228 5.901 -2.815
C -0.184 -0.846 0.224
C 1.184 4.205 -1.564
H -7.887 1.328 -0.615
H 11.071 7.717 -4.126
C 1.179 4.370 0.864
H -4.214 -4.761 3.315
Cl 3.503 6.725 1.185
H -5.263 1.247 0.552
C -0.440 -0.027 5.170
C 1.806 -3.345 -5.639
O 5.915 6.031 -3.481
C -4.481 1.616 -0.122
O 4.276 -3.017 3.978
C 0.585 7.338 3.722
H -7.799 0.540 -2.187
O -0.803 0.682 6.056
H 5.121 -6.506 -4.869
H -1.464 -3.136 -0.682
H -3.839 -0.921 -5.313
O -2.857 -4.853 1.736
N -0.871 1.434 -0.276
H -0.569 5.822 4.131
C 0.794 0.245 4.296
C 1.588 4.835 -0.392
O -4.092 0.588 -3.964
H 3.659 -4.426 5.319
H 2.167 4.439 -6.761
O -1.069 -5.132 -0.551
H -1.818 -3.374 -2.912
O 2.945 -3.740 -4.881
H 1.165 5.393 -5.636
H 4.720 -3.180 6.005
H 0.026 2.589 -2.436
H -0.062 -3.199 -3.002
H 4.780 2.756 5.971
H 1.493 4.839 1.785
C -9.336 -1.845 0.117
H 4.026 4.241 5.331
C -0.873 -3.823 -2.622
C -0.015 0.802 1.966
H -10.339 -2.264 0.232
C 4.144 3.165 5.181
H 1.037 7.396 4.716
H 5.076 -6.523 -6.646
H -4.362 2.681 0.103
H -9.044 -1.911 -0.929
O 5.720 -3.634 1.066
H 3.883 -5.763 -2.054
C -0.749 -3.857 -1.091
H -7.025 1.859 2.558
H 2.829 -6.714 -4.938
N 1.199 -2.419 3.315
H -9.571 -0.413 1.411
H -4.347 -6.163 2.231
O -2.156 1.923 0.155
H 3.663 4.619 -1.740
H -3.021 -6.083 3.408
C -0.037 2.606 -0.295
C -3.144 0.907 0.141
C -3.653 -5.499 2.738
H -0.219 8.075 3.643
H 5.655 8.093 -3.439
C 0.361 3.247 0.888
H -3.474 -3.245 0.924
C -3.184 -2.382 7.658
H -4.974 -3.024 -0.843
H 5.451 -3.481 1.976
P 2.684 6.272 -0.680
H -8.630 -2.423 0.719
C -4.110 -0.795 -4.266
H -6.270 3.937 1.845
C 5.736 -5.041 0.856
H -8.220 3.155 2.832
H 2.625 -4.203 -4.102
H 7.215 7.506 -4.042
O 2.625 4.204 -4.745
H -2.971 0.170 -0.642
H -4.774 -1.273 -0.650
H -2.363 -3.091 7.515
H -2.942 -1.714 8.490
S -0.213 2.520 2.419
H 3.274 4.914 -4.777
H -3.385 -1.337 -3.650
C -4.766 -2.225 -0.125
H 2.782 -6.641 -0.972
C 4.537 -3.813 5.135
H 4.307 -5.186 -5.758
H 6.451 -5.529 1.524
H -4.089 -2.935 7.903
O -9.313 -0.470 0.487
O 3.294 -6.983 -5.738
H 9.708 7.027 -5.027
H -6.195 2.072 -2.827
H 4.741 -5.469 1.012
O -3.481 -2.393 0.461
H 5.400 -4.464 4.971
O 3.942 5.500 -1.450
O -3.426 -1.645 6.470
C -7.215 0.857 -1.322
H 2.160 -2.825 -6.525
H 0.964 -3.348 2.984
H 6.039 -5.218 -0.172
C -0.353 0.464 0.649
H -1.710 -1.051 4.156
H 1.576 -0.399 4.695
C 3.098 -6.514 -2.010
C 6.439 7.343 -3.302
H -8.367 2.089 1.421
C 0.332 -1.808 1.095
C 10.242 7.946 -4.800
O 2.007 -6.057 -2.814
H 1.223 -4.217 -5.947
H 1.341 7.558 2.975
H 9.792 9.654 -3.982
O -1.116 -1.205 4.902
H -1.622 -4.967 0.219
H -2.239 -4.270 2.196
H 0.946 3.637 -5.756
H 5.051 -2.468 3.823
H -5.547 -2.212 0.642
H 1.508 4.562 -2.538
H 4.620 2.994 4.219
C 1.678 4.440 -5.785
H -5.107 -1.221 -4.108
C 0.464 -0.141 2.871
H -2.615 -1.161 6.262
O 2.876 2.513 5.162
H -3.200 0.459 1.138
O -6.889 3.487 1.265
H 1.254 -4.371 -0.659
H -6.353 2.848 -1.239
H -0.458 -1.089 -0.793
H -0.777 -4.841 -2.994


# 4
Formula: C45H45N9O3STa
Source: the OMol25 dataset
Level of theory: ωB97M-V with the def2-TZVPD basis set

Results
Charge: +1
Energy above the lowest of the compared OMol25 structures with the same formula, charge and spin (kcal per mole): 28.84

Positions of all 104 atoms, in Å:
H 0.454 -1.495 -6.181
C 3.402 0.245 2.121
C -0.651 -4.181 2.867
O 1.559 2.608 0.882
H -1.379 3.243 -2.291
H -4.102 3.032 0.091
C -3.017 -1.101 1.246
C -1.455 -1.304 -5.267
C -3.510 0.805 3.157
H 1.772 2.458 3.376
H 5.936 -3.333 -2.015
C -4.176 -0.722 -2.838
H -3.187 2.518 1.511
Ta 0.365 0.658 0.239
C -1.434 -0.712 -2.881
H -5.129 -1.439 1.238
H 3.820 -2.776 0.997
H 1.081 -2.718 -1.252
C 3.693 4.035 -1.891
C -5.986 0.406 3.069
H -2.070 -2.645 2.619
H -0.646 4.472 -0.344
C 1.090 -5.996 3.130
N -1.162 1.320 3.340
N 2.159 -0.201 2.080
C 0.662 -4.608 2.746
N 0.035 1.511 2.745
H -3.557 1.350 0.240
C -1.511 4.127 0.231
H -2.500 1.878 -2.198
C 1.574 -3.669 2.295
C 0.625 -0.930 -4.114
H -6.657 -0.424 2.853
H -5.254 -0.695 -2.753
C 2.958 -1.782 -1.726
H 4.931 -1.073 -2.196
H -2.022 -1.546 -6.158
O 2.906 0.541 -2.860
C -1.998 2.769 -0.288
H 0.386 2.925 5.695
N 0.692 -0.280 -1.724
H -1.397 -4.843 3.291
H 0.743 3.122 0.763
H -3.088 3.534 -1.980
C 2.139 -2.862 -1.428
H -4.118 -1.240 -4.910
N 1.533 3.020 -1.895
C -2.204 0.562 2.744
H 0.996 -6.683 2.286
H 2.130 -6.015 3.456
C 4.070 -4.289 -1.548
C -0.153 -1.991 1.896
C -1.174 1.847 4.589
H -6.369 1.286 2.547
C -4.581 0.098 2.633
C 0.048 2.425 4.805
C 2.519 3.775 -3.945
N 2.254 -1.475 1.608
C 2.642 3.316 0.255
C 1.505 3.178 -3.224
S 2.291 -0.157 -1.776
C 3.547 -1.804 1.370
N -0.968 1.786 0.007
C 2.609 3.444 -1.251
C -0.008 -0.633 -2.927
H -3.703 1.592 3.875
C -4.314 -0.866 1.664
C 1.194 -2.395 1.889
H -2.292 4.882 0.128
H -3.863 -0.245 -0.763
C -2.142 -1.017 -4.067
C -0.096 -1.273 -5.277
C -3.289 2.388 0.435
C 0.760 2.185 3.620
H 4.467 4.671 -3.786
C 2.707 -4.125 -1.343
H 4.554 4.357 -1.319
N -0.604 -0.743 1.395
H 3.555 2.806 0.558
H 2.434 3.879 -5.017
H 0.475 -6.387 3.940
H 5.391 -0.637 1.610
C -2.253 2.856 -1.788
C 4.321 -1.932 -1.951
N -2.068 -0.475 -1.704
H 4.509 -5.276 -1.480
C -1.939 -0.402 1.777
C 4.322 -0.722 1.691
H -1.254 4.062 1.292
H 2.082 -4.979 -1.116
H -6.032 0.612 4.138
O 2.483 0.468 -0.440
H 0.638 2.781 -3.736
H -2.804 -1.861 0.507
H 2.663 4.318 0.691
H 2.627 -3.917 2.313
H -2.027 1.742 5.235
H 3.590 1.261 2.431
C 4.876 -3.197 -1.850
H 1.696 -0.894 -4.203
C -3.376 -0.467 -1.706
C 3.642 4.210 -3.259
C -3.555 -1.015 -4.013
C -1.038 -2.914 2.474


# 5
Formula: C3H7N2O2
Source: the OMol25 dataset
Level of theory: ωB97M-V with the def2-TZVPD basis set

Results
Charge: +1
Energy above the lowest of the compared OMol25 structures with the same formula, charge and spin (kcal per mole): 130.58

Positions of all 14 atoms, in Å:
H 0.839 -0.588 -2.708
H -0.694 1.440 1.903
H -1.918 0.907 0.842
C 1.331 0.175 -0.818
C -0.090 -0.144 0.890
O 0.537 -0.369 2.033
H 2.234 0.834 -0.962
H 1.451 -0.644 1.901
C 0.516 -0.426 -1.622
H -1.068 -1.862 -1.569
H -0.897 1.694 0.057
O -0.718 -1.132 0.240
N -0.886 1.149 0.994
N -0.637 -1.034 -1.180


For the records above, the corresponding HOMO level values read -6.213 -11.933 -7.916 -9.972 -13.026 eV.
For the records above, the corresponding E_tot values read -81273.7270 -76450.9345 -122540.0553 -79332.8764 -10287.1485 eV.
For the records above, the corresponding Kohn-Sham gap values read 0.3157 0.3426 0.2968 0.2933 0.3355 Eh.